{
  "formula": "C4H7N2OS",
  "method": "ωB97M-V with the def2-TZVPD basis set",
  "e_tot_ha": -739.20564,
  "total_charge": 1,
  "homo_energy_ha": -0.521,
  "e_above_lowest_kj_mol": 258.3,
  "fmax_ev_per_a": 5.3,
  "gap_ev": 9.6,
  "e_lumo_ev": -4.55,
  "species": ["C", "C", "C", "C", "N", "N", "O", "S", "H", "H", "H", "H", "H", "H", "H"],
  "xyz": [[0.096, 1.382, 0.430], [-1.561, -1.650, -1.443], [-1.005, 2.808, -1.007], [1.064, 0.352, 0.907], [-1.113, 1.488, 1.090], [0.076, 2.080, -0.657], [-1.059, -0.703, -0.846], [-2.174, 2.352, 0.104], [-0.845, -2.217, -2.052], [-2.594, -2.001, -1.618], [0.713, -0.606, 1.007], [1.580, 0.547, 1.839], [1.892, 0.206, 0.246], [-1.330, 0.887, 1.803], [0.848, 2.245, -1.315]],
  "forces_ev_per_a": [[-2.285, -2.748, 3.841], [2.175, 0.680, -0.934], [-2.127, -0.244, 0.245], [2.023, 2.137, -0.165], [3.181, 1.520, -3.957], [1.790, 1.892, -2.431], [-1.975, -1.072, -0.172], [-0.076, 1.015, -0.058], [-0.068, -0.495, 0.006], [-0.219, 0.801, 0.982], [-1.857, -2.107, 0.126], [-0.326, 0.715, 0.432], [0.425, 0.364, -0.908], [-0.807, -1.720, 2.153], [0.148, -0.738, 0.842]],
  "mulliken_charge": [0.69, -0.10, -0.10, -1.35, -0.12, 0.02, -0.38, 0.20, 0.22, 0.27, 0.38, 0.39, 0.39, 0.25, 0.25]
}

=====

{
  "formula": "C4H7N2P",
  "method": "ωB97M-V with the def2-TZVPD basis set",
  "e_tot_ha": -607.40063,
  "total_charge": 0,
  "homo_energy_ha": -0.309,
  "e_above_lowest_kj_mol": 154.1,
  "fmax_ev_per_a": 6.4,
  "gap_ev": 8.8,
  "e_lumo_ev": 0.36,
  "species": ["C", "C", "C", "P", "N", "C", "N", "H", "H", "H", "H", "H", "H", "H"],
  "xyz": [[-2.170, -0.584, 0.092], [-0.678, -0.636, -0.022], [0.040, -1.801, 0.030], [1.858, -1.040, -0.406], [1.200, 0.465, -0.254], [1.880, 1.724, -0.053], [-0.072, 0.535, -0.040], [-2.563, -0.404, 1.191], [-2.618, -1.592, -0.036], [-2.719, 0.183, -0.483], [-0.226, -2.810, -0.092], [1.981, 2.268, -1.037], [1.174, 2.245, 0.745], [2.914, 1.445, 0.365]],
  "forces_ev_per_a": [[-2.211, -0.503, 2.620], [-1.699, -0.409, 0.746], [5.125, 3.244, -2.061], [-2.369, -2.702, 1.052], [0.140, -0.860, 0.309], [0.625, 0.757, 1.108], [-1.667, 1.209, -0.231], [1.219, 0.041, -1.768], [0.317, 0.605, -0.610], [0.670, -0.499, -0.101], [-0.454, -0.944, 0.084], [-0.191, -0.309, 1.275], [1.996, -0.576, -1.862], [-1.501, 0.946, -0.561]],
  "mulliken_charge": [-1.06, 0.52, -0.57, -0.16, 0.62, -0.69, -0.66, 0.21, 0.31, 0.29, 0.40, 0.24, 0.30, 0.25]
}

=====

{
  "formula": "C4H7N2P",
  "method": "ωB97M-V with the def2-TZVPD basis set",
  "e_tot_ha": -607.25943,
  "total_charge": 0,
  "homo_energy_ha": -0.300,
  "e_above_lowest_kj_mol": 524.8,
  "fmax_ev_per_a": 5.0,
  "gap_ev": 9.0,
  "e_lumo_ev": 0.81,
  "species": ["C", "C", "C", "C", "N", "N", "P", "H", "H", "H", "H", "H", "H", "H"],
  "xyz": [[0.889, -1.644, -1.277], [-1.805, 0.034, -0.629], [-1.570, 1.349, -1.152], [1.328, -0.217, 1.906], [1.339, -0.970, -0.388], [1.408, -0.156, 0.447], [-2.098, -1.187, 0.272], [1.376, -2.090, -1.998], [-2.500, 1.901, -1.244], [-1.161, 1.348, -2.188], [-0.804, 1.839, -0.558], [0.316, 0.260, 2.160], [1.366, -1.145, 2.461], [1.915, 0.677, 2.190]],
  "forces_ev_per_a": [[-1.630, 2.162, 3.094], [-0.526, -0.866, 1.468], [0.659, 0.237, -1.782], [-1.868, 2.418, -0.488], [-1.601, -3.050, -1.824], [0.711, 3.466, 2.654], [0.053, 0.328, -0.705], [2.537, -2.523, -3.487], [-0.061, 0.307, 0.389], [-0.153, -0.285, 0.513], [-0.167, 0.341, 0.251], [0.754, -1.035, -0.471], [0.707, -0.239, -0.152], [0.588, -1.260, 0.540]],
  "mulliken_charge": [-0.38, 0.26, -0.72, -0.78, 0.45, -0.54, -0.31, 0.26, 0.33, 0.24, 0.24, 0.26, 0.37, 0.33]
}

=====

Number 1: molecular weight 131.2 g/mol. Number 2: molecular weight 114.1 g/mol. Number 3: molecular weight 114.1 g/mol.